117
Properties=species:S:1:pos:R:3:forces:R:3 method="wB97M-V/def2-TZVPD" e_tot_ha=-12351.58056 total_charge=+1 mol_weight_g_mol=1209.25
Br 4.41435 -3.16270 -0.09742 0.1626 -0.2943 -0.1000
Br 4.24976 -1.65910 2.82417 -0.1341 0.1823 -0.6120
S -2.32912 -3.90011 -0.88619 -0.1593 0.0666 -0.0013
S 2.99864 -0.70659 -1.19729 0.0184 -0.4445 -0.1783
S 0.39367 1.17969 -1.75512 -1.6576 -0.1770 -0.0299
S 4.19293 -7.33816 -1.93749 -0.0396 -0.0495 -0.0602
S -2.95616 0.71174 0.81829 0.1846 0.2257 0.0068
S 3.93430 0.31247 -4.46137 0.2416 -0.1907 0.0477
S -5.52219 3.31751 4.57036 -0.0782 0.0428 0.1529
S -1.99530 5.21923 6.43478 -0.0416 0.1094 -0.1828
S 7.83233 -3.00023 3.09744 0.0239 0.0285 -0.1261
S -3.61402 3.10948 -4.06032 0.1332 0.0679 -0.0893
S -3.12801 -2.05372 -5.39338 -0.0499 0.0261 -0.0811
P 0.68983 -1.27300 1.13328 -0.2665 -1.1551 -0.7564
F 0.24310 1.95632 1.85204 0.4776 0.3200 0.0302
F 3.59598 1.38128 2.65541 -0.2977 -0.1646 0.2218
F 1.15201 2.51531 3.74265 0.0080 0.0376 -0.5085
F 1.97340 0.17935 3.57790 0.2879 0.3060 -0.2519
F 2.05126 3.21345 1.89372 -0.4850 -0.5188 0.0547
O 5.04115 -6.21370 -1.44654 -0.0211 0.2319 0.1612
O 1.20897 -2.45671 2.13460 -0.0360 0.5298 0.1511
O -4.01530 1.75832 -3.58130 -0.0744 -0.0458 -0.0324
O -1.78645 -2.18825 -4.76714 0.2082 -0.0487 -0.0508
O -4.38600 4.02854 3.92065 0.0741 0.1040 -0.0737
O -2.88788 4.48311 7.36975 0.0127 -0.0493 0.1198
O -0.41320 -0.54417 2.04751 0.4130 0.4091 0.4148
O -0.68594 2.11868 -1.70665 0.2574 0.9353 -0.2379
O 6.48044 -2.62547 3.61890 0.1940 -0.2038 0.4610
O 2.64313 0.95624 -4.05828 0.0695 0.1018 0.0740
O -3.32192 -0.67058 1.25449 -0.0239 -0.0996 0.0634
O 0.06741 -0.15362 -1.34906 0.3664 -0.6150 0.1145
O -0.99369 -4.00603 -0.22563 0.1632 0.0141 0.0194
N 3.31331 -1.01097 1.32221 0.4401 -0.1696 0.5671
C 2.57796 0.66945 -0.09647 0.3043 1.2215 0.6870
C -0.42589 4.35023 6.42951 0.1252 -0.0462 0.0678
C 5.20272 1.57083 -4.30666 -0.0037 0.0955 -0.0117
C -2.37135 -2.32330 -1.72513 0.0860 0.1621 -0.0239
C 3.64245 -8.24576 -0.49102 -0.0323 -0.0141 0.0971
C 1.73237 1.77960 -0.72976 0.1412 -0.7783 -0.9769
C -4.17575 1.23537 -0.38383 -0.1957 -0.1486 0.0883
C -4.08367 4.29134 -2.79400 -0.0629 0.0245 0.0834
C 2.24077 0.02231 1.25771 -0.4196 -0.6258 0.2706
C -3.07376 -3.00833 -6.91436 -0.0526 -0.0234 -0.0939
C -7.01390 3.84206 3.71659 -0.0666 0.0266 -0.0533
C 1.40209 2.17579 2.46975 0.0920 0.2878 0.8653
C 2.32392 0.91428 2.48668 -0.0890 0.0874 -0.3654
C -3.17160 -0.43874 -6.16930 -0.0068 0.1439 -0.0324
C 7.94651 -4.78410 3.20877 -0.0336 -0.0925 0.0453
C -3.46121 1.82522 2.13450 -0.0248 -0.1309 -0.1535
C 2.59053 -6.64100 -2.34836 -0.0697 0.0609 0.0283
C -4.84948 3.61755 -5.26159 -0.0863 0.0495 -0.0169
C 3.56089 -1.56764 0.17662 -0.1217 0.2204 -0.6457
C 9.00277 -2.62778 4.40075 0.0171 0.0029 0.1047
C -1.39974 6.66723 7.31623 0.0573 0.0348 0.0995
C -5.85811 4.17702 6.10432 -0.0764 -0.0411 0.1430
C -2.24592 -4.89214 -2.38330 0.0868 -0.1163 -0.0520
C 3.96882 0.20922 -6.24814 -0.1817 0.1004 -0.0953
H -3.44952 4.11895 -1.92763 0.0689 -0.0164 -0.0207
H 3.54355 1.14251 0.07677 0.2343 0.1622 0.0582
H -1.48997 -2.21762 -2.35073 0.0129 -0.0669 -0.0586
H 3.20416 -0.50011 -6.55590 -0.0148 -0.0259 0.0357
H -0.08075 4.20957 7.45404 -0.0441 0.0116 0.0093
H 4.94826 -0.14701 -6.56443 0.0136 -0.0210 0.0501
H 7.24764 -5.21183 2.49277 -0.0066 0.0504 -0.0259
H 6.14340 1.18073 -4.69313 0.0031 -0.0259 0.0095
H -3.15779 -4.74326 -2.96149 -0.0115 0.0149 0.0121
H -2.84052 1.63377 3.00645 0.0322 -0.0255 -0.0055
H -4.66541 4.65063 -5.55554 0.0186 0.0000 -0.0079
H 5.31382 1.80793 -3.25059 -0.0120 -0.0381 0.0220
H 1.28872 2.49260 -0.06360 -0.2117 0.0399 0.3843
H -2.24578 7.33260 7.47086 -0.0375 -0.0140 -0.0234
H 4.90291 2.46283 -4.85596 -0.0393 -0.0150 -0.0106
H -3.27359 -2.24805 -2.33181 -0.0301 -0.0781 0.0151
H -2.29139 -0.31580 -6.80097 0.0165 -0.0760 0.0096
H -2.16565 -5.93681 -2.08850 -0.0224 0.0001 0.0458
H 7.68646 -5.10410 4.21717 -0.0093 0.0422 0.0162
H -0.98543 6.36838 8.27906 -0.0223 -0.0387 -0.0033
H 2.92019 -9.00293 -0.79401 0.0046 -0.0119 -0.0176
H 3.75867 1.18886 -6.67619 -0.0058 0.0160 0.0212
H -1.37440 -4.59834 -2.96803 -0.0135 0.0774 0.0121
H -6.76513 3.76980 6.55210 -0.0103 -0.0149 -0.0243
H 8.96029 -5.09226 2.95637 0.0148 0.0136 -0.0210
H 1.89978 -7.44627 -2.59558 0.0039 -0.0173 -0.0133
H -5.97275 5.24226 5.90377 0.0105 -0.0039 -0.0596
H -5.00963 4.01652 6.76711 0.0582 0.0198 -0.0523
H -5.13025 4.14566 -2.52560 -0.0017 -0.0367 -0.0252
H 2.72050 -5.99470 -3.21337 0.0437 -0.0078 -0.0218
H -3.98920 -2.83966 -7.48107 -0.0156 -0.0111 0.0063
H -5.84478 3.51304 -4.83023 0.0156 -0.0260 0.0369
H -4.08442 -0.34564 -6.75802 -0.0207 -0.0090 0.0131
H 3.19601 -7.55640 0.22555 0.0006 0.0372 -0.0308
H -3.00007 -4.05972 -6.64574 -0.0027 -0.0033 0.0444
H -4.05753 0.62635 -1.27565 0.0699 0.0432 -0.0585
H -3.32849 2.85678 1.81878 0.0042 0.0483 0.0067
H 0.30151 4.92249 5.85480 0.0016 0.0120 -0.0308
H -5.18027 1.10505 0.02170 0.0349 -0.0213 0.0687
H -4.50488 1.63410 2.37884 -0.0158 -0.0357 0.0039
H -0.58609 3.38436 5.95873 -0.0505 -0.0406 -0.0390
H -7.04936 4.93074 3.68086 0.0509 0.0035 0.0230
H 1.20849 -2.16772 3.05581 0.1128 -0.1865 0.3278
H -2.20179 -2.71432 -7.49808 0.0196 0.0351 0.0456
H 2.21287 -6.06030 -1.50629 0.0171 -0.0083 0.0239
H -3.92043 5.30176 -3.16742 0.0172 -0.0023 -0.0186
H -0.97145 -1.17429 2.51667 -0.5159 -0.0869 -0.1708
H -0.64423 7.17062 6.71334 -0.0128 0.0028 -0.0242
H 4.51165 -8.72747 -0.04928 0.0362 0.0017 -0.0345
H -7.88503 3.44717 4.23820 -0.0038 -0.0212 0.0044
H 9.98563 -2.99932 4.11351 0.0052 0.0018 -0.0296
H -4.75535 2.96961 -6.13011 0.0381 -0.0261 0.0039
H -3.17250 0.30415 -5.37237 -0.0489 -0.0506 0.0661
H 2.36703 2.35184 -1.39743 0.2082 0.1139 -0.2065
H 0.89439 1.09108 -3.01002 0.2821 0.2881 0.1413
H -3.99759 2.27721 -0.63615 0.0576 0.0269 -0.0244
H -6.98208 3.44098 2.70546 0.0295 -0.0243 0.0007
H 9.04057 -1.54744 4.51844 -0.0264 0.0170 -0.0404
H 8.67309 -3.09012 5.33035 -0.0395 -0.0179 -0.0147
H -2.37826 -1.54576 -0.97104 -0.0491 0.0121 0.2481